Record 1
# C6H4F3NOS

An isolated molecule of C6H4F3NOS in a non-equilibrium geometry (ωB97M-V/def2-TZVPD, OMol25).

Calculated values
- DFT total energy (eV) = -28805.453
- net charge = 0
- HOMO (spin up / spin down) (eV) = -8.202 / -8.194
- strongest force on any atom (eV/A) = 3.44
- HOMO-LUMO gap (spin up / spin down) (eV) = 6.587 / 6.505
- LUMO energy (spin up / spin down) (hartree) = -0.05936 / -0.06207

Structure (XYZ):
```
16
Properties=species:S:1:pos:R:3:forces:R:3:nbo_charge:R:1
C 1.700770 -0.364528 0.101306 -0.3 0.3 -1.7 0.3801
C 2.955294 0.189258 0.326308 -2.4 -2.0 1.5 -0.3680
F 4.416905 0.061059 2.368740 -1.6 -0.3 -1.0 -0.3246
N -1.366031 -2.461935 0.987919 -1.1 -0.2 0.0 -0.3400
S 0.070418 -2.448386 1.535531 1.3 2.5 -1.1 1.0245
H -3.136151 0.101392 0.253385 0.8 -0.4 0.0 0.2103
C -2.117730 -0.309680 0.064849 0.8 1.2 0.5 -0.2807
C 1.174835 -1.164168 1.189535 0.7 -0.6 0.4 -0.5652
O -2.193533 -1.712140 0.244725 0.1 -1.4 0.2 -0.3052
H 3.690282 0.517374 -0.348796 0.4 0.7 -0.8 0.2459
F 2.113040 -1.739164 3.266639 0.6 -0.5 2.0 -0.3010
H -1.823617 -0.136571 -0.965678 0.0 0.2 -0.1 0.2074
C 2.280069 -1.093930 2.144960 -0.4 0.9 -1.6 0.2754
F 1.048256 -0.400374 -1.111575 0.5 0.3 0.8 -0.3388
C 3.249103 -0.258604 1.675970 1.2 -0.4 1.3 0.2778
H -1.365500 0.156634 0.734022 -0.6 -0.2 -0.3 0.2021
```
Positions in Å, forces in eV/Å.

=====

Record 2
# C6H4F5N

An isolated molecule of C6H4F5N in a non-equilibrium geometry (ωB97M-V/def2-TZVPD, OMol25).

Calculated values
- DFT total energy (eV) = -21360.998
- net charge = 0
- HOMO (eV) = -8.900
- strongest force on any atom (eV/A) = 3.91
- SMILES = F/C=C/N=C\C=C(\F)C(F)(F)F
- HOMO-LUMO gap (eV) = 9.290
- LUMO energy (hartree) = 0.01433

Structure (XYZ):
```
16
Properties=species:S:1:pos:R:3:forces:R:3:nbo_charge:R:1
F 2.552218 -1.448995 -0.294337 0.6 -0.5 -0.1 -0.2992
F 1.153834 -0.228454 -1.406801 -0.6 -1.1 -0.8 -0.3167
H -0.946458 -1.183640 1.608544 -0.5 -0.1 2.3 0.2513
F 1.427165 0.216917 2.078785 -1.0 -1.1 -1.9 -0.3142
C -0.212121 -1.106335 0.879070 1.5 1.1 -0.2 -0.3199
N -1.608312 -0.455247 -0.923230 -0.2 -1.4 0.4 -0.3669
H -2.841835 1.139135 -0.290394 0.1 -0.1 0.4 0.2250
C -1.814743 0.792302 -0.341400 1.2 0.8 -0.2 -0.1864
C -0.770205 1.610503 -0.119375 0.5 -2.4 -1.9 0.2221
H 0.266925 1.448970 -0.512850 -1.4 0.1 0.6 0.1653
F -0.897870 2.780834 0.382874 -0.6 2.9 1.1 -0.3094
C 1.847884 -0.334127 -0.271949 -0.7 0.8 -0.2 0.9167
C 0.890753 -0.371143 0.929614 1.1 -0.2 1.6 0.3420
F 2.652919 0.708960 -0.388373 1.0 0.5 1.4 -0.3042
H -0.826993 -2.204137 -0.958798 0.4 -2.5 -0.8 0.2001
C -0.873158 -1.365546 -0.371379 -1.6 3.1 -1.7 0.0944
```
Positions in Å, forces in eV/Å.

=====

Record 3
# C6H4INO2S

A structure of composition C6H4INO2S in a non-equilibrium geometry (ωB97M-V/def2-TZVPD, OMol25).

Calculated values
- DFT total energy (eV) = -30800.622
- net charge = 0
- HOMO (spin up / spin down) (eV) = -7.972 / -7.971
- strongest force on any atom (eV/A) = 2.95
- HOMO-LUMO gap (spin up / spin down) (eV) = 6.101 / 6.099
- LUMO energy (spin up / spin down) (hartree) = -0.06877 / -0.06880

Structure (XYZ):
```
15
Properties=species:S:1:pos:R:3:forces:R:3:nbo_charge:R:1
I 4.084739 -0.839531 -0.035663 0.6 -0.2 -0.2 0.2330
C 0.579643 -1.765607 0.127396 2.2 1.9 0.7 -0.0135
C -0.370005 -0.829576 -0.040580 -0.1 -0.1 -0.2 -0.1041
C -1.287437 1.247146 -0.080848 0.6 0.4 -0.1 -0.2983
C -0.090637 0.566163 -0.065612 0.0 -0.4 0.3 -0.1655
H -1.419582 2.310681 -0.070187 -0.1 0.2 0.0 0.2568
N -1.769623 -0.936201 -0.109596 -0.4 0.2 0.1 -0.4643
C -2.300389 0.286920 -0.123179 0.1 -0.4 -0.1 0.1065
H 0.452360 -2.821931 0.275592 -0.3 -0.3 0.0 0.1844
C 2.335898 -0.344859 0.904301 -1.8 -1.1 0.0 -0.5927
S 1.644435 1.065122 0.012331 -0.5 0.0 -0.7 2.0425
O 1.721693 2.231464 0.848174 0.0 -0.1 0.3 -0.9145
O 2.068428 1.186774 -1.358988 -0.3 0.1 -0.1 -0.9315
H -2.286764 -1.802687 -0.120241 0.1 0.1 0.0 0.4323
H -3.362761 0.446124 -0.162893 -0.2 0.0 0.0 0.2289
```
Positions in Å, forces in eV/Å.

=====

Record 4
# C6H4N2

An isolated molecule of C6H4N2 in a non-equilibrium geometry (ωB97M-V/def2-TZVPD, OMol25).

Calculated values
- DFT total energy (eV) = -9261.550
- net charge = 0
- HOMO (spin up / spin down) (eV) = -9.133 / -9.394
- strongest force on any atom (eV/A) = 3.63
- HOMO-LUMO gap (spin up / spin down) (eV) = 7.592 / 8.067
- LUMO energy (spin up / spin down) (hartree) = -0.05661 / -0.04876

Structure (XYZ):
```
12
Properties=species:S:1:pos:R:3:forces:R:3:nbo_charge:R:1
N -0.265405 -2.995622 2.174881 0.1 0.7 -0.2 -0.2388
C -0.172690 -1.982465 1.599429 -0.5 -1.8 1.1 0.1721
H 0.050657 1.250875 0.750334 1.9 1.7 -0.2 0.2208
N -3.106229 0.785728 -1.824111 -0.1 -1.1 0.2 -0.2278
H 1.203903 -0.391687 -0.944389 -1.1 0.5 0.4 0.2291
H -1.397039 0.857062 1.411743 -1.7 0.2 1.2 0.2291
C -0.022488 -0.874173 0.847988 -0.6 2.3 -2.8 0.0223
C 0.188098 -0.803843 -0.677928 0.7 1.5 -0.2 -0.4271
H 0.084108 -1.539864 -1.390634 -0.3 -2.6 -0.8 0.2307
C -0.694074 0.541365 0.716106 -0.2 -2.1 0.9 -0.4093
C -2.247497 0.200487 -1.284726 -0.7 1.6 -1.0 0.1754
C -1.032768 0.132854 -0.674044 2.5 -0.9 1.5 0.0237
```
Positions in Å, forces in eV/Å.

=====

Record 5
# C6H4N2O2

A structure of composition C6H4N2O2 in a non-equilibrium geometry (ωB97M-V/def2-TZVPD, OMol25).

Calculated values
- DFT total energy (eV) = -13354.912
- net charge = 0
- HOMO (eV) = -9.324
- strongest force on any atom (eV/A) = 4.83
- HOMO-LUMO gap (eV) = 8.589
- LUMO energy (hartree) = -0.02700

Structure (XYZ):
```
14
Properties=species:S:1:pos:R:3:forces:R:3:nbo_charge:R:1
C 3.052783 1.974255 -2.909908 0.5 -0.5 -0.9 0.1380
O 3.718181 3.099187 -3.323239 0.8 0.5 0.7 -0.3904
O 0.779505 1.326031 0.615775 3.1 1.3 -2.0 -0.8375
C 1.870163 1.982312 -3.606496 -1.0 0.3 2.6 -0.0374
C 2.488690 1.275601 0.765394 -3.7 -3.1 0.6 0.4165
C 2.803362 3.834526 -3.961294 -0.4 -0.3 0.0 0.3400
H 3.171055 4.648138 -4.581735 -0.3 0.2 0.7 0.2100
H 1.263196 0.666527 2.020018 4.6 -0.1 0.3 0.4372
H 0.592315 1.575190 -0.302283 -0.7 0.0 0.1 0.4750
N 1.618549 3.297530 -3.948187 0.7 -0.5 -2.9 -0.4546
H 1.103629 1.214796 -3.658277 0.1 0.3 0.3 0.2253
C 3.222789 1.188748 -0.456024 -0.1 1.4 -1.0 -0.0533
N 2.554374 0.674709 1.855277 -2.7 0.6 0.8 -0.5132
C 3.393226 1.426084 -1.641367 -0.9 -0.3 0.7 0.0445
```
Positions in Å, forces in eV/Å.

=====

Record 6
# C6H4N4

An isolated molecule of C6H4N4 in a non-equilibrium geometry (ωB97M-V/def2-TZVPD, OMol25).

Calculated values
- DFT total energy (eV) = -12242.615
- net charge = 0
- HOMO (spin up / spin down) (eV) = -8.715 / -8.714
- strongest force on any atom (eV/A) = 2.96
- SMILES = N#C/C1=N/C/C=N\C=C=N1
- HOMO-LUMO gap (spin up / spin down) (eV) = 8.377 / 8.376
- LUMO energy (spin up / spin down) (hartree) = -0.01243 / -0.01244

Structure (XYZ):
```
14
Properties=species:S:1:pos:R:3:forces:R:3:nbo_charge:R:1
H -2.577972 -0.874736 0.401914 0.1 -0.2 0.0 0.1845
C -1.661945 -0.304976 0.237180 -0.4 0.3 0.1 0.0478
C 0.121506 1.678702 -0.108113 1.2 -0.9 0.0 0.5307
N 4.203762 -0.469023 -0.007806 0.3 0.0 0.0 -0.2327
H -0.842389 -2.224413 0.480794 -0.2 0.2 -0.1 0.2387
C -1.161064 2.062529 0.001842 1.6 -0.6 -0.1 -0.2716
C 1.650461 -0.290475 -0.012659 -2.9 0.5 0.2 0.2775
N 1.101148 0.969095 -0.139439 -0.9 1.3 -0.1 -0.4362
H -0.694659 -1.522497 -1.109461 -0.1 -0.1 0.0 0.2650
H -1.607928 3.031978 0.005527 0.1 0.3 0.0 0.2392
C 3.061772 -0.397469 -0.007881 0.7 -0.1 0.0 0.2349
N 0.877689 -1.297890 0.106930 1.3 0.0 -0.1 -0.3551
C -0.546319 -1.306165 -0.038436 0.1 -0.1 0.0 -0.3509
N -1.924067 0.945342 0.189604 -0.9 -0.6 0.2 -0.3718
```
Positions in Å, forces in eV/Å.

=====

For each record above, in turn, the calculated energy above the lowest of the compared OMol25 structures with the same formula, charge and spin values are 401.95; 197.54; 294.92; 430.60; 667.28; 316.10 kJ/mol.
For each record above, in turn, the calculated molar mass values are 195.2; 185.1; 281.1; 104.1; 136.1; 132.1 g/mol.